(1)
12
Properties=species:S:1:pos:R:3:forces:R:3 method="wB97M-V/def2-TZVPD" e_above_lowest_kcal_mol=19.7 e_tot_ev=-17023.1856 homo_energy_ev=-8.9
S -2.102052 -0.314255 -0.009689 -0.085 0.121 0.040
N 2.686351 0.196261 -0.026141 -0.561 2.089 0.306
N 0.431264 -0.842025 0.021820 0.527 0.485 0.033
C -0.117297 1.577568 -0.003251 0.299 1.310 0.900
C -0.533646 0.149432 0.016517 -0.008 -0.889 -0.259
C 1.849769 -0.735976 0.016811 -0.233 -1.176 -0.429
H 2.351990 -1.696012 -0.021508 -0.623 -0.607 0.096
H 0.042610 -1.792860 -0.036492 0.380 0.761 0.145
H -0.986071 2.258674 -0.015080 0.259 -0.648 -0.062
H 0.504973 1.844029 -0.868492 -0.052 -0.286 0.183
H 2.258736 1.142346 0.010553 0.413 -0.787 -0.100
H 0.444338 1.846110 0.935822 -0.317 -0.371 -0.853

***

(2)
10
Properties=species:S:1:pos:R:3:forces:R:3 method="wB97M-V/def2-TZVPD" s2=15.782 total_charge=+1 spin_multiplicity=8 e_tot_ev=-32157.4343 homo_energy_ev="-11.8 / -14.6"
Gd -1.370235 -0.126647 1.254443 -1.260 0.708 -0.755
O 0.250132 0.684724 0.065532 0.454 -1.200 1.455
O -2.399631 -0.299890 -0.974286 0.917 0.554 -0.334
O -2.114458 0.065256 -3.241558 1.062 0.308 1.381
O 0.421283 -0.904169 2.208856 5.632 0.098 -0.142
C -2.101904 -0.049995 -2.092952 -2.134 -0.785 -1.353
C 1.512357 0.300184 0.517435 1.074 1.123 -1.458
C 1.576649 -0.599173 1.754095 -5.454 -0.569 0.865
H 2.081464 -0.249476 -0.264829 -0.129 0.140 0.381
H 2.144343 1.179186 0.773264 -0.164 -0.377 -0.040

***

(3)
18
Properties=species:S:1:pos:R:3:forces:R:3 method="wB97M-V/def2-TZVPD" smiles="C=NC(=C)CC.O" e_above_lowest_kcal_mol=125.2 e_tot_ev=-8896.2661 homo_energy_ev=-8.1
O 2.449436 -3.999084 -0.846032 1.254 0.839 1.583
N -0.563378 1.717346 1.383452 -0.825 -3.254 1.922
C 0.072073 -0.408113 0.485936 1.717 -1.966 3.849
C -1.117875 0.722114 -2.259759 2.451 -1.773 1.886
C -0.529670 0.742227 0.272055 -0.389 4.353 0.701
C 0.322692 1.539007 2.328697 0.970 -1.436 -1.994
C -1.470816 1.124160 -0.824761 -2.451 0.319 0.473
H 2.692290 -4.217694 0.113106 -0.431 0.628 -2.146
H -0.577128 -0.316182 -2.253942 -1.222 1.521 0.260
H 0.184929 1.100431 3.415019 -0.350 2.391 -1.587
H 0.165856 -0.679470 1.603079 0.426 0.690 -1.727
H 2.972651 -3.178864 -1.077201 -0.825 -1.443 0.567
H 0.577912 -1.176674 -0.051082 -0.865 -0.353 -1.404
H -2.022238 0.587263 -2.769328 -0.887 0.248 -1.430
H -2.450698 0.572546 -0.628602 1.292 0.036 0.136
H 1.406962 1.482048 1.947400 -1.086 -0.510 0.784
H -0.329992 1.331996 -2.666587 -0.276 0.687 -0.675
H -1.930800 2.149484 -0.560776 1.497 -0.975 -1.197